Below is 29 unconnected molecules or ions with the total composition C85H221N7O29, with properties calculated with ωB97M-V/def2-TZVPD.

Last column: Mulliken charge in e.
Geometry (Å):
C1 -0.795 -13.409 -18.270  -1.95
C2 -1.196 -14.927 -18.272  2.09
C3 -1.460 -15.310 -19.773  -2.18
C4 -1.577 -16.805 -20.077  2.01
C5 -0.245 -17.433 -19.526  -1.22
C6 0.034 -17.151 -18.002  2.44
N1 -0.060 -15.692 -17.685  0.19
O1 0.274 -15.373 -16.373  -0.49
C7 -0.918 -18.086 -17.165  -0.86
C8 1.480 -17.575 -17.645  -2.16
C9 -2.504 -15.207 -17.467  -0.84
H1 -1.642 -12.849 -18.666  0.40
H2 0.062 -13.113 -18.875  0.39
H3 -0.581 -13.056 -17.261  0.41
H4 -2.401 -14.867 -20.098  0.40
H5 -0.728 -14.838 -20.428  0.52
H6 -1.669 -17.087 -21.125  -0.76
H7 -2.410 -17.215 -19.505  -0.85
H8 0.579 -17.239 -20.213  0.75
H9 -0.329 -18.503 -19.719  -0.40
H10 -0.758 -19.120 -17.468  -0.27
H11 -0.622 -17.880 -16.136  0.88
H12 -1.978 -17.834 -17.196  -0.35
H13 2.175 -17.029 -18.283  0.52
H14 1.797 -17.366 -16.623  0.59
H15 1.702 -18.642 -17.651  0.03
H16 -2.400 -15.236 -16.383  0.33
H17 -2.942 -16.146 -17.806  -0.44
H18 -3.177 -14.354 -17.556  0.53
H19 -0.459 -15.712 -15.854  0.39
C10 -7.638 -17.094 -22.505  -1.82
C11 -6.270 -16.662 -21.922  1.59
C12 -5.950 -15.213 -22.431  -1.17
C13 -6.697 -14.109 -21.690  -0.92
C14 -6.443 -14.321 -20.174  -1.17
C15 -6.820 -15.679 -19.589  1.35
N2 -6.269 -16.748 -20.456  -0.13
O2 -6.336 -18.000 -19.895  2.71
C16 -6.195 -15.825 -18.198  -2.00
C17 -8.366 -15.768 -19.543  -1.52
C18 -5.173 -17.514 -22.547  -0.76
H20 -8.319 -16.243 -22.516  0.36
H21 -8.110 -17.846 -21.872  0.05
H22 -7.518 -17.498 -23.510  0.54
H23 -4.882 -14.999 -22.383  0.38
H24 -6.195 -15.110 -23.488  0.43
H25 -7.758 -14.153 -21.937  0.43
H26 -6.421 -13.121 -22.060  0.49
H27 -7.055 -13.581 -19.657  0.48
H28 -5.452 -14.023 -19.832  0.24
H29 -6.576 -14.969 -17.639  0.57
H30 -6.537 -16.664 -17.592  0.26
H31 -5.108 -15.893 -18.242  0.04
H32 -8.687 -14.974 -18.869  0.49
H33 -8.791 -15.653 -20.541  0.33
H34 -8.638 -16.719 -19.085  0.18
H35 -5.295 -18.551 -22.233  -0.67
H36 -4.213 -17.110 -22.225  -0.15
H37 -5.230 -17.489 -23.635  0.70
H38 -5.433 -18.286 -19.740  -0.61
C19 1.405 -26.392 -26.855  -1.60
C20 2.434 -25.341 -26.564  1.59
C21 2.659 -24.474 -27.831  -1.35
C22 3.347 -23.130 -27.634  -1.40
C23 2.663 -22.352 -26.548  -0.67
C24 2.527 -23.145 -25.168  2.47
N3 1.889 -24.492 -25.455  0.92
O3 1.655 -25.237 -24.307  0.00
C25 3.892 -23.141 -24.418  -1.57
C26 1.630 -22.259 -24.334  -1.50
C27 3.778 -25.949 -26.194  -1.75
H39 1.475 -26.911 -27.810  0.40
H40 0.427 -25.912 -26.849  0.04
H41 1.484 -27.062 -25.998  0.42
H42 3.087 -25.136 -28.583  0.48
H43 1.672 -24.225 -28.220  0.35
H44 3.344 -22.572 -28.570  0.48
H45 4.401 -23.199 -27.364  0.46
H46 1.730 -21.966 -26.957  -0.17
H47 3.407 -21.557 -26.509  0.21
H48 3.874 -23.615 -23.437  0.16
H49 4.704 -23.667 -24.920  0.25
H50 4.145 -22.129 -24.100  0.60
H51 1.507 -22.732 -23.360  0.21
H52 2.048 -21.261 -24.199  0.41
H53 0.642 -22.299 -24.792  -0.40
H54 4.643 -25.300 -26.335  0.35
H55 3.944 -26.818 -26.830  0.53
H56 3.811 -26.092 -25.114  0.11
H57 2.505 -25.264 -23.861  -0.08
C28 -5.366 -21.631 -21.903  -0.21
C29 -3.958 -22.159 -22.156  3.02
C30 -3.263 -21.060 -23.093  -0.28
C31 -1.789 -21.254 -23.140  0.27
C32 -1.136 -21.129 -21.763  -0.13
C33 -1.723 -22.200 -20.787  3.19
N4 -3.192 -22.097 -20.832  0.98
O4 -3.831 -22.866 -19.847  0.44
C34 -1.244 -23.601 -21.028  -0.22
C35 -1.272 -21.594 -19.433  0.12
C36 -4.022 -23.504 -22.913  -0.28
H58 -5.981 -21.605 -22.803  0.05
H59 -5.533 -20.671 -21.413  -1.18
H60 -5.858 -22.406 -21.315  -0.25
H61 -3.586 -21.265 -24.114  -0.58
H62 -3.580 -20.060 -22.796  -0.25
H63 -1.177 -20.640 -23.800  0.51
H64 -1.653 -22.232 -23.602  -0.80
H65 -1.178 -20.124 -21.343  -0.39
H66 -0.095 -21.404 -21.927  -0.47
H67 -0.230 -23.724 -20.649  0.07
H68 -1.820 -24.341 -20.472  -0.10
H69 -1.276 -23.906 -22.074  -0.79
H70 -1.689 -20.604 -19.250  -1.04
H71 -1.539 -22.277 -18.627  0.24
H72 -0.186 -21.500 -19.441  -0.75
H73 -4.134 -24.343 -22.226  -0.94
H74 -3.135 -23.596 -23.541  -0.60
H75 -4.793 -23.468 -23.683  0.75
H76 -3.650 -23.717 -20.253  -0.38
C37 0.286 -24.658 -17.506  -0.78
C38 1.438 -25.273 -16.539  1.79
C39 1.213 -24.712 -15.087  0.42
C40 0.219 -25.536 -14.177  -0.58
C41 0.431 -27.017 -14.340  -1.76
C42 0.414 -27.519 -15.829  1.99
N5 1.410 -26.758 -16.578  0.24
O5 1.697 -27.266 -17.822  -0.49
C43 0.959 -28.975 -15.779  -1.98
C44 -1.014 -27.414 -16.426  -1.60
C45 2.809 -24.716 -17.095  -1.53
H77 0.286 -25.168 -18.469  0.38
H78 0.437 -23.595 -17.690  0.13
H79 -0.742 -24.837 -17.190  0.07
H80 2.153 -24.463 -14.594  0.74
H81 0.696 -23.763 -15.228  -1.02
H82 -0.805 -25.252 -14.420  0.09
H83 0.487 -25.176 -13.183  0.57
H84 -0.370 -27.473 -13.757  0.45
H85 1.307 -27.399 -13.815  0.40
H86 0.251 -29.588 -15.221  0.43
H87 1.113 -29.520 -16.710  0.31
H88 1.926 -29.115 -15.296  0.42
H89 -1.681 -28.155 -15.984  0.54
H90 -1.446 -26.445 -16.181  0.22
H91 -1.009 -27.540 -17.509  0.15
H92 3.720 -25.024 -16.583  0.50
H93 2.819 -23.636 -16.954  0.29
H94 2.834 -24.904 -18.168  -0.32
H95 0.896 -27.032 -18.296  0.20
C46 -5.001 -20.667 -14.805  -1.13
C47 -4.205 -20.560 -13.492  1.56
C48 -4.352 -21.787 -12.520  -1.45
C49 -3.526 -23.008 -12.945  -0.68
C50 -2.012 -22.537 -13.085  -0.78
C51 -1.822 -21.447 -14.161  2.05
N6 -2.764 -20.320 -13.863  0.11
O6 -2.489 -19.173 -14.576  -0.13
C52 -0.473 -20.846 -13.918  -1.94
C53 -1.835 -22.002 -15.600  0.04
C54 -4.664 -19.364 -12.597  -2.09
H96 -6.040 -20.905 -14.577  0.50
H97 -4.585 -21.433 -15.459  0.07
H98 -5.002 -19.706 -15.320  0.20
H99 -4.011 -21.493 -11.527  0.43
H100 -5.407 -22.026 -12.387  0.47
H101 -3.789 -23.334 -13.951  0.20
H102 -3.546 -23.854 -12.257  0.53
H103 -1.447 -23.443 -13.305  -0.42
H104 -1.679 -22.143 -12.125  0.61
H105 -0.372 -20.271 -12.998  0.45
H106 0.306 -21.601 -13.813  0.36
H107 -0.216 -20.211 -14.766  0.14
H108 -0.881 -22.442 -15.891  -0.64
H109 -2.544 -22.810 -15.777  0.41
H110 -2.051 -21.158 -16.256  -0.50
H111 -5.717 -19.415 -12.323  0.39
H112 -4.617 -18.410 -13.122  0.38
H113 -4.096 -19.249 -11.674  0.47
H114 -2.206 -18.551 -13.901  0.30
C55 2.868 -21.450 -19.569  -0.03
C56 3.980 -20.549 -20.002  2.66
C57 3.372 -19.151 -20.386  0.06
C58 4.382 -17.995 -20.431  -0.97
C59 5.096 -17.912 -19.048  -1.34
C60 5.805 -19.273 -18.624  1.21
N7 4.937 -20.467 -18.858  1.39
O7 5.466 -21.659 -18.358  -0.51
C61 7.191 -19.448 -19.314  -1.72
C62 6.009 -19.201 -17.142  -1.88
C63 4.657 -21.163 -21.272  -1.89
H115 3.188 -22.482 -19.425  0.05
H116 1.983 -21.530 -20.201  -0.12
H117 2.523 -21.151 -18.580  -0.90
H118 3.090 -19.086 -21.437  -0.17
H119 2.557 -18.919 -19.701  -0.76
H120 3.882 -17.049 -20.640  0.55
H121 5.169 -18.177 -21.164  0.37
H122 4.457 -17.549 -18.243  0.29
H123 5.877 -17.155 -19.125  0.48
H124 7.092 -19.583 -20.391  0.34
H125 7.813 -18.555 -19.247  0.43
H126 7.673 -20.361 -18.964  0.37
H127 6.603 -20.061 -16.834  0.44
H128 6.503 -18.318 -16.736  0.37
H129 5.091 -19.301 -16.562  0.26
H130 5.234 -20.443 -21.853  0.43
H131 3.950 -21.591 -21.982  -0.12
H132 5.360 -21.950 -20.997  0.35
H133 6.073 -21.954 -19.040  0.35
C64 -6.200 -28.081 -21.734  -0.77
O8 -5.708 -26.842 -22.290  -0.30
H134 -7.156 -28.349 -22.183  0.40
H135 -5.533 -28.929 -21.885  0.28
H136 -6.399 -27.988 -20.666  0.07
H137 -5.999 -26.746 -23.200  0.23
C65 -8.126 -24.192 -21.682  0.27
O9 -9.271 -23.400 -21.632  -0.59
H138 -7.520 -23.919 -20.819  -0.19
H139 -8.389 -25.244 -21.574  0.41
H140 -7.578 -23.987 -22.602  -0.12
H141 -9.705 -23.543 -20.788  0.35
C66 -2.028 -19.467 -28.014  -0.72
O10 -2.159 -19.171 -26.684  -0.11
H142 -1.097 -19.992 -28.231  0.16
H143 -2.863 -20.104 -28.306  0.35
H144 -1.895 -18.558 -28.599  0.24
H145 -3.107 -19.273 -26.579  0.25
C67 -7.544 -22.718 -16.661  -0.80
O11 -8.165 -23.596 -17.600  -0.47
H146 -7.260 -23.316 -15.795  0.49
H147 -6.634 -22.248 -17.035  0.04
H148 -8.142 -21.871 -16.327  0.50
H149 -7.486 -24.120 -18.031  0.27
C68 3.658 -25.234 -20.965  -0.69
O12 3.724 -25.724 -22.269  -0.39
H150 4.537 -24.758 -20.531  0.50
H151 2.825 -24.535 -20.892  0.05
H152 3.526 -26.092 -20.305  0.43
H153 4.515 -26.252 -22.397  0.20
C69 -8.717 -20.493 -19.258  0.39
O13 -8.383 -19.591 -18.214  -0.73
H154 -7.791 -20.841 -19.716  -0.20
H155 -9.256 -21.315 -18.786  -0.31
H156 -9.391 -20.079 -20.008  0.41
H157 -7.882 -18.915 -18.676  0.01
C70 2.427 -16.564 -24.092  -0.03
O14 1.170 -16.013 -23.744  -0.66
H158 2.577 -16.803 -25.145  0.24
H159 3.211 -15.890 -23.748  0.34
H160 2.479 -17.452 -23.461  -0.26
H161 0.456 -16.499 -24.163  0.64
C71 -6.444 -26.355 -17.749  -0.84
O15 -6.288 -25.270 -18.663  -0.23
H162 -7.237 -26.145 -17.031  0.33
H163 -6.626 -27.286 -18.287  0.18
H164 -5.538 -26.438 -17.150  0.31
H165 -5.365 -25.284 -18.928  0.07
C72 -1.716 -17.273 -23.998  -0.33
O16 -0.589 -17.538 -24.935  -0.57
H166 -2.537 -16.937 -24.632  0.32
H167 -1.987 -18.243 -23.581  -0.11
H168 -1.587 -16.588 -23.160  0.41
H169 -0.967 -18.144 -25.577  0.17
C73 -9.049 -20.483 -24.031  -0.46
O17 -8.530 -21.779 -24.037  0.16
H170 -8.788 -19.999 -24.972  0.26
H171 -10.137 -20.508 -23.959  0.50
H172 -8.746 -19.906 -23.158  -0.20
H173 -8.816 -22.272 -23.265  -0.01
C74 -3.268 -26.852 -19.779  -0.71
O18 -4.069 -25.768 -20.176  0.59
H174 -2.880 -27.420 -20.624  0.34
H175 -2.392 -26.500 -19.234  -0.17
H176 -3.829 -27.591 -19.208  0.38
H177 -4.625 -26.058 -20.902  -0.30
C75 -10.288 -23.074 -26.715  -0.63
O19 -8.909 -22.846 -26.798  -0.51
H178 -10.596 -23.667 -27.577  0.28
H179 -10.473 -23.591 -25.773  0.22
H180 -10.832 -22.132 -26.773  0.26
H181 -8.694 -22.353 -26.003  0.24
C76 -6.037 -27.490 -25.702  -0.74
O20 -6.524 -26.425 -24.941  -0.58
H182 -4.968 -27.681 -25.616  0.19
H183 -6.542 -28.390 -25.349  0.35
H184 -6.273 -27.492 -26.766  0.32
H185 -5.955 -25.683 -25.158  0.38
C77 -4.236 -19.717 -18.029  -1.21
O21 -4.091 -19.498 -19.426  0.71
H186 -5.124 -20.334 -17.890  0.26
H187 -3.309 -20.112 -17.613  0.09
H188 -4.441 -18.781 -17.510  0.26
H189 -3.870 -20.341 -19.829  -0.52
C78 -1.334 -22.968 -27.128  -0.06
O22 -2.179 -24.058 -26.701  -0.65
H190 -0.265 -23.175 -27.168  -0.23
H191 -1.614 -22.740 -28.156  0.60
H192 -1.553 -22.034 -26.610  -0.09
H193 -2.001 -24.203 -25.769  -0.06
C79 -11.412 -23.042 -18.510  -0.71
O23 -10.340 -23.788 -19.102  -0.59
H194 -12.136 -23.751 -18.108  0.24
H195 -10.965 -22.477 -17.692  0.30
H196 -11.967 -22.368 -19.163  0.27
H197 -9.619 -23.738 -18.471  0.67
C80 2.517 -20.972 -15.765  -0.15
O24 3.822 -21.508 -15.992  -0.67
H198 2.683 -19.896 -15.716  0.30
H199 1.772 -21.168 -16.536  -0.15
H200 2.146 -21.328 -14.803  0.30
H201 4.131 -21.189 -16.843  0.03
C81 -1.923 -26.702 -24.563  -0.36
O25 -1.514 -25.353 -24.403  0.81
H202 -1.405 -27.254 -25.347  0.29
H203 -1.726 -27.221 -23.625  0.07
H204 -2.999 -26.813 -24.699  -0.28
H205 -0.568 -25.273 -24.545  -0.35
C82 1.811 -19.086 -26.666  -0.06
O26 2.760 -19.207 -27.735  -0.60
H206 1.004 -19.798 -26.834  -0.23
H207 2.374 -19.274 -25.752  0.22
H208 1.343 -18.108 -26.549  0.34
H209 3.515 -18.651 -27.526  0.31
C83 0.167 -27.069 -21.427  0.32
O27 0.196 -27.763 -20.224  -0.42
H210 -0.771 -26.518 -21.499  -0.79
H211 0.938 -26.308 -21.546  -0.16
H212 0.258 -27.669 -22.332  0.71
H213 0.853 -28.458 -20.306  0.22
C84 -5.435 -23.972 -27.360  -0.50
O28 -4.862 -24.656 -26.249  -0.13
H214 -5.048 -24.460 -28.254  0.34
H215 -6.501 -24.198 -27.386  0.25
H216 -5.270 -22.898 -27.273  0.05
H217 -3.923 -24.477 -26.345  0.43
C85 -5.682 -20.456 -25.833  0.38
O29 -4.802 -19.501 -26.293  -0.51
H218 -6.027 -20.363 -24.803  -0.17
H219 -6.590 -20.492 -26.434  0.53
H220 -5.145 -21.392 -25.984  -0.72
H221 -5.165 -18.613 -26.260  0.12

Output
electronic energy: -161520.3870 eV
max |F|: 0.066 Eh/bohr
gap between HOMO and LUMO: 0.286 hartree
E_LUMO: 0.12 eV
HOMO: -7.67 eV